Formula: C40H55N12O6RbS
Source: the Open Molecules 2025 dataset
Level of theory: ωB97M-V/def2-TZVPD

Last column: Löwdin charge in e.
Cartesian coordinates (Å):
Rb: 0.654 -0.559 0.444  0.934
C: 3.300 -2.350 -5.272  -0.115
O: 2.942 -2.107 -3.942  -0.111
C: 3.878 -1.516 -3.126  -0.221
C: 5.179 -1.267 -3.496  -0.067
C: 6.057 -0.630 -2.603  -0.146
C: 5.586 -0.261 -1.360  -0.095
C: 4.276 -0.532 -0.949  -0.153
C: 3.830 0.018 0.357  -0.178
N: 3.334 -0.558 1.389  -0.061
N: 3.343 -1.940 1.403  0.034
C: 2.345 -2.540 2.013  -0.560
O: 1.217 -2.100 2.395  -0.255
C: 2.597 -4.024 2.228  -0.129
C: 3.769 -4.652 1.810  -0.033
C: 3.963 -6.006 2.039  -0.105
C: 2.989 -6.757 2.689  -0.128
C: 1.818 -6.139 3.105  -0.108
C: 1.626 -4.783 2.872  -0.041
C: 3.346 -1.156 -1.833  -0.373
O: 2.115 -1.341 -1.575  -0.238
H: 2.409 -2.742 -5.760  0.087
H: 4.109 -3.087 -5.353  0.085
H: 3.620 -1.430 -5.778  0.085
H: 5.533 -1.551 -4.479  0.085
H: 7.079 -0.425 -2.896  0.073
H: 6.247 0.252 -0.667  0.097
H: 3.934 1.099 0.481  0.104
H: 4.509 -4.052 1.297  0.103
H: 4.878 -6.481 1.702  0.089
H: 3.142 -7.816 2.864  0.084
H: 1.050 -6.716 3.609  0.087
H: 0.722 -4.276 3.186  0.090
C: -5.783 1.133 -3.408  -0.061
N: -4.465 1.442 -3.905  -0.133
C: -4.141 2.526 -4.703  -0.077
C: -2.814 2.495 -4.892  -0.051
N: -2.323 1.390 -4.208  0.008
C: -3.347 0.723 -3.584  -0.756
S: -3.322 -0.683 -2.691  0.616
C: -0.917 1.176 -4.054  -0.284
C: -0.114 1.177 -5.182  -0.008
C: 1.262 1.170 -4.989  -0.053
C: 1.762 1.164 -3.702  -0.028
C: 0.849 1.110 -2.658  -0.117
N: -0.466 1.116 -2.819  0.182
H: -6.525 1.518 -4.106  0.082
H: -5.938 1.576 -2.422  0.092
H: -5.873 0.052 -3.317  0.048
H: -4.878 3.238 -5.026  0.116
H: -2.151 3.183 -5.383  0.128
H: -0.554 1.188 -6.170  0.109
H: 1.932 1.175 -5.840  0.103
H: 2.823 1.156 -3.496  0.115
H: 1.187 1.119 -1.634  0.069
C: -3.576 4.616 -1.753  -0.029
C: -2.340 4.667 -0.855  -0.553
C: -2.681 5.303 0.486  -0.031
O: -1.876 3.343 -0.635  -0.058
C: -1.227 5.472 -1.602  -0.670
O: -1.423 6.694 -1.752  -0.054
O: -0.278 4.765 -2.026  -0.054
H: -4.339 3.986 -1.284  0.075
H: -3.314 4.180 -2.719  0.061
H: -3.976 5.619 -1.917  0.080
H: -3.587 4.850 0.904  0.073
H: -2.832 6.374 0.359  0.074
H: -1.864 5.134 1.190  0.069
H: -1.058 3.319 -1.175  0.053
C: 1.057 3.910 1.518  -0.027
N: 1.539 3.093 2.613  -0.105
C: 2.355 3.678 3.643  -0.154
C: 2.463 2.537 4.647  -0.153
N: 1.259 1.746 4.411  -0.080
C: 1.429 0.334 4.740  -0.047
C: 0.778 2.059 3.127  -0.370
N: -0.172 1.554 2.455  0.053
C: -1.138 0.598 2.939  -0.257
C: -2.289 0.497 1.908  -0.216
N: -2.473 -0.874 1.464  0.097
C: -2.840 -1.829 2.202  -0.371
N: -2.801 -3.152 1.740  -0.106
C: -1.867 -3.445 0.668  -0.046
C: -2.785 -4.029 2.891  -0.154
C: -3.633 -3.239 3.870  -0.162
N: -3.268 -1.871 3.544  -0.090
C: -4.132 -0.848 4.085  -0.061
H: 1.817 4.027 0.744  0.091
H: 0.774 4.907 1.875  0.087
H: 0.182 3.437 1.076  0.067
H: 1.872 4.566 4.080  0.115
H: 3.332 3.984 3.261  0.118
H: 2.508 2.891 5.679  0.111
H: 3.355 1.930 4.449  0.119
H: 1.605 0.240 5.814  0.083
H: 2.271 -0.101 4.190  0.088
H: 0.550 -0.243 4.484  0.060
H: -1.512 0.853 3.942  0.112
H: -0.713 -0.409 3.019  0.072
H: -1.995 1.085 1.040  0.089
H: -3.207 0.967 2.276  0.097
H: -2.068 -2.785 -0.174  0.074
H: -2.008 -4.479 0.352  0.087
H: -0.828 -3.307 0.995  0.078
H: -1.766 -4.166 3.282  0.119
H: -3.205 -5.008 2.656  0.117
H: -3.413 -3.466 4.915  0.116
H: -4.703 -3.420 3.686  0.118
H: -4.332 -1.084 5.131  0.083
H: -5.092 -0.787 3.554  0.095
H: -3.657 0.128 4.052  0.058
N: -0.145 -2.766 -3.442  0.032
H: 0.730 -2.257 -3.304  -0.023
H: -0.171 -3.403 -2.651  -0.005
H: -0.891 -2.096 -3.274  -0.065

Computed properties:
Frontier orbital gap, eV: 5.5
Charge: -2
HOMO level, eV: -1.90
Relative energy (zero: lowest compared OMol25 entry of this formula, charge and spin), kcal/mol: 0.3
Multiplicity: 1

---

Formula: C17H19IrN2O4S
Source: the Open Molecules 2025 dataset
Level of theory: ωB97M-V/def2-TZVPD

Last column: Löwdin charge in e.
Cartesian coordinates (Å):
Ir: -12.073 -9.155 9.092  1.557
O: -14.599 -8.685 9.897  -0.384
S: -14.297 -7.224 9.717  0.724
O: -14.429 -6.391 10.869  -0.238
N: -12.620 -7.369 9.145  -0.306
C: -11.660 -6.390 8.858  -0.185
C: -11.765 -4.949 9.154  0.106
C: -10.561 -4.280 8.879  -0.034
C: -9.348 -4.829 8.625  0.021
C: -9.207 -6.195 8.352  -0.126
C: -7.982 -6.842 8.066  0.088
C: -7.971 -8.250 8.091  0.000
C: -9.107 -9.040 8.307  -0.027
N: -10.336 -8.402 8.491  -0.125
C: -10.387 -6.999 8.572  -0.137
C: -15.460 -6.519 8.520  -0.263
C: -16.227 -7.351 7.722  -0.052
C: -17.198 -6.781 6.893  -0.017
C: -17.258 -5.384 6.844  -0.024
C: -16.264 -4.577 7.397  -0.044
C: -15.398 -5.092 8.360  -0.030
H: -12.636 -4.484 9.598  0.114
H: -10.556 -3.216 8.916  0.123
H: -8.459 -4.181 8.601  0.154
H: -7.053 -6.264 7.960  0.152
H: -7.039 -8.835 7.977  0.138
H: -8.963 -10.097 8.294  0.116
H: -16.107 -8.417 7.787  0.106
H: -17.873 -7.314 6.254  0.118
H: -17.948 -4.867 6.230  0.111
H: -16.274 -3.555 7.169  0.103
H: -14.671 -4.412 8.886  0.119
O: -10.920 -13.109 8.984  -0.052
H: -11.050 -14.097 9.159  0.136
H: -9.988 -12.917 9.289  0.107
C: -14.499 -12.390 9.320  -0.069
C: -13.817 -11.538 8.276  -0.216
O: -12.472 -11.059 8.729  -0.347
H: -15.649 -12.485 9.387  0.131
H: -14.220 -12.049 10.319  0.084
H: -14.195 -13.454 9.171  0.089
H: -14.408 -10.618 8.186  0.089
H: -13.721 -12.084 7.359  0.124
H: -11.921 -11.879 9.019  0.067

Computed properties:
Frontier orbital gap (spin up / spin down), eV: 6.5 / 5.3
Charge: +2
HOMO level (spin up / spin down), eV: -14.30 / -14.98
<S²>: 6.058
Multiplicity: 5

---

Formula: C23H20Cl2CrN3O4S
Source: the Open Molecules 2025 dataset
Level of theory: ωB97M-V/def2-TZVPD

Last column: Löwdin charge in e.
Cartesian coordinates (Å):
Cr: -1.987 1.039 -0.909  0.755
O: -5.402 -0.759 0.230  0.012
C: -4.525 0.022 -0.146  -0.614
O: -3.249 -0.254 -0.138  -0.186
C: -4.800 1.396 -0.565  -0.211
C: -6.055 2.000 -0.516  -0.036
C: -6.169 3.346 -0.753  -0.119
C: -4.987 4.086 -1.031  -0.111
C: -3.792 3.421 -1.113  -0.168
N: -3.665 2.109 -0.908  -0.097
H: -6.898 1.378 -0.253  0.111
H: -7.123 3.844 -0.704  0.080
H: -5.023 5.154 -1.173  0.079
H: -2.867 3.942 -1.329  0.110
C: 1.977 -5.038 2.241  -0.055
C: 2.695 -4.057 1.358  -0.239
C: 3.903 -4.433 0.776  -0.070
C: 4.566 -3.574 -0.081  -0.094
C: 4.036 -2.333 -0.380  -0.036
C: 2.852 -1.918 0.231  -0.191
N: 2.250 -0.704 -0.033  0.110
C: 2.768 0.507 -0.403  -0.156
C: 4.113 0.844 -0.249  -0.029
C: 4.586 2.091 -0.615  -0.080
C: 3.732 3.041 -1.166  -0.099
C: 2.394 2.755 -1.280  -0.009
C: 1.875 1.511 -0.883  -0.056
C: 0.443 1.330 -0.928  -0.557
O: -0.346 2.272 -1.274  -0.090
O: -0.130 0.229 -0.584  -0.121
C: 2.179 -2.788 1.116  -0.156
C: 0.938 -2.276 1.791  -0.030
H: 2.444 -6.021 2.190  0.071
H: 0.939 -5.139 1.928  0.084
H: 1.996 -4.707 3.280  0.083
H: 4.315 -5.410 0.986  0.100
H: 5.494 -3.885 -0.538  0.097
H: 4.516 -1.696 -1.109  0.106
H: 1.229 -0.708 -0.041  0.096
H: 4.787 0.128 0.195  0.102
H: 5.632 2.324 -0.472  0.100
H: 4.119 4.005 -1.475  0.097
H: 1.698 3.485 -1.667  0.120
H: 1.150 -1.297 2.223  0.079
H: 0.606 -2.935 2.585  0.068
H: 0.118 -2.160 1.080  0.095
Cl: -1.155 0.401 3.776  0.536
C: -2.340 0.703 2.506  -0.913
Cl: -1.705 1.862 1.332  0.761
H: -3.241 1.122 2.955  0.051
H: -2.541 -0.227 1.963  0.037
S: -2.095 0.714 -5.456  0.542
C: -2.115 0.651 -3.874  -0.929
N: -2.136 0.609 -2.699  -0.029

Computed properties:
Frontier orbital gap (spin up / spin down), eV: 4.4 / 8.0
Charge: -1
HOMO level (spin up / spin down), eV: -2.05 / -5.67
<S²>: 6.040
Multiplicity: 5

---

Formula: C4H8O3
Source: the Open Molecules 2025 dataset
Level of theory: ωB97M-V/def2-TZVPD

Last column: Löwdin charge in e.
Cartesian coordinates (Å):
C: 1.577 2.079 0.850  -0.042
O: 0.373 1.723 0.149  -0.028
C: 0.021 0.444 0.361  -0.499
O: 0.544 -0.231 1.219  0.072
C: -0.995 -0.141 -0.598  -0.044
C: -0.580 -1.640 -0.776  -0.245
O: -1.671 -2.516 -0.968  -0.067
H: 2.428 1.745 0.249  0.100
H: 1.590 3.161 0.963  0.092
H: 1.615 1.579 1.818  0.087
H: -1.996 -0.135 -0.152  0.128
H: -1.074 0.486 -1.500  0.124
H: 0.096 -1.746 -1.630  0.123
H: -0.015 -1.947 0.113  0.111
H: -1.913 -2.860 -0.099  0.091

Computed properties:
Frontier orbital gap, eV: 11.2
HOMO level, eV: -10.35
Relative energy (zero: lowest compared OMol25 entry of this formula, charge and spin), kcal/mol: 28.4
Multiplicity: 1

---

Formula: C3H6N2O2S
Source: the Open Molecules 2025 dataset
Level of theory: ωB97M-V/def2-TZVPD

Last column: Löwdin charge in e.
Cartesian coordinates (Å):
C: 0.248 0.159 1.020  -0.151
C: 1.751 -0.334 1.108  -0.796
C: -1.349 0.937 -0.658  -0.184
H: -0.754 -0.705 -1.525  0.207
H: -0.291 -0.921 0.947  0.189
H: -0.031 0.837 1.825  0.124
H: 1.819 -0.937 -0.637  0.032
H: -1.956 1.401 0.302  0.197
H: -2.796 0.552 -1.949  0.035
N: -0.116 0.454 -0.287  -0.242
N: -1.923 0.278 -1.649  0.079
O: 0.449 -0.498 -1.218  -0.111
O: 2.383 -0.804 0.098  0.033
S: 2.567 -0.418 2.623  0.588

Computed properties:
Frontier orbital gap, eV: 8.5
HOMO level, eV: -8.35
Relative energy (zero: lowest compared OMol25 entry of this formula, charge and spin), kcal/mol: 143.1
Multiplicity: 1

---

Question: Which formula does entry 2 have?
Answer: C17H19IrN2O4S

---

Question: What is the formula in the fifth record?
Answer: C3H6N2O2S

---

Question: multiplicity of number 5 (C3H6N2O2S)?
Answer: 1

---

Question: Which value of multiplicity does entry 1 give?
Answer: 1